Here is a gas-phase ion, C4H11N2S (charge +1) at a distorted geometry from OMol25. Energies are from the ωB97M-V functional and the def2-TZVPD basis.

Results
Electronic energy, eV: -18130.3898
HOMO-LUMO gap (alpha / beta), eV: 6.816 / 9.757
Net charge: +1
ΔE to the lowest compared entry with this formula, charge and spin, kcal/mol: 118.3
Maximum force, eV Å⁻¹: 3.95

CARTESIAN COORDINATES (ANGSTROEM)
C  -0.436  0.921  -0.226
C  -1.717  0.583  -1.085
C  0.071  -1.345  -0.761
C  1.502  -0.174  0.816
N  -2.245  -0.565  1.173
N  0.619  -0.132  -0.406
S  -3.052  -0.034  -0.139
H  -0.137  1.938  -0.698
H  -0.521  0.955  0.820
H  -2.114  1.449  -1.796
H  -1.275  -0.262  -1.674
H  -0.685  -1.738  -0.135
H  0.861  -1.975  -1.239
H  0.756  -0.278  1.608
H  2.059  -1.057  0.938
H  2.138  0.630  0.834
H  -2.983  -0.908  1.872
H  1.204  0.179  -1.201

---

Here is a gas-phase ion, C4H11N2S3 (charge +1) at a distorted geometry from OMol25. Energies are from the ωB97M-V functional and the def2-TZVPD basis.

Results
Electronic energy, eV: -39803.6825
HOMO-LUMO gap, eV: 8.611
SMILES: [NH3+][C@@H]1CN(CS)[C@@H](S)S1
Net charge: +1
ΔE to the lowest compared entry with this formula, charge and spin, kcal/mol: 0.0
Maximum force, eV Å⁻¹: 4.26

CARTESIAN COORDINATES (ANGSTROEM)
C  -0.846  -0.320  0.752
C  -1.100  0.241  -0.651
C  1.029  1.181  0.622
C  1.386  -1.305  0.602
N  0.550  -0.243  1.007
N  -2.389  0.962  -0.854
S  0.127  1.644  -0.852
S  2.815  1.480  0.634
S  1.292  -1.854  -1.170
H  -1.532  0.205  1.469
H  -1.096  -1.347  0.997
H  -0.807  -0.318  -1.463
H  0.618  1.929  1.433
H  1.211  -2.336  1.170
H  2.386  -1.085  0.834
H  -2.867  1.119  0.076
H  -3.075  0.446  -1.555
H  -2.203  1.825  -1.369
H  3.145  0.877  -0.546
H  1.353  -3.101  -1.135

---

Here is 2 unconnected molecules or ions with the total composition C4H11N3 at a distorted geometry from OMol25. Energies are from the ωB97M-V functional and the def2-TZVPD basis.

Results
Electronic energy, eV: -8790.2382
HOMO-LUMO gap (alpha / beta), eV: 8.015 / 7.693
Net charge: 0
ΔE to the lowest compared entry with this formula, charge and spin, kcal/mol: 170.2
Maximum force, eV Å⁻¹: 3.81

CARTESIAN COORDINATES (ANGSTROEM)
C  1.139  -0.142  -1.917
C  -0.076  -0.607  -1.681
C  -0.022  -1.987  1.300
C  -0.569  2.298  0.733
N  -0.139  -0.574  1.244
N  -1.271  1.192  0.219
N  -1.081  -0.136  0.274
H  1.487  -0.356  -2.946
H  1.805  0.377  -1.288
H  -0.796  -1.065  -2.442
H  -0.891  -2.484  1.660
H  0.411  -2.543  0.382
H  0.781  -2.063  2.061
H  0.472  2.475  0.366
H  -1.198  3.117  0.718
H  -0.288  2.195  1.790
H  0.808  -0.128  1.069
H  -1.953  1.337  -0.556

---

Here is a single C4H11N3 molecule at a distorted geometry from OMol25. Energies are from the ωB97M-V functional and the def2-TZVPD basis.

Results
Electronic energy, eV: -8796.4801
HOMO-LUMO gap, eV: 9.157
SMILES: [H]/N=C(\N)C[C@H](C)N
Net charge: 0
ΔE to the lowest compared entry with this formula, charge and spin, kcal/mol: 26.3
Maximum force, eV Å⁻¹: 3.16

CARTESIAN COORDINATES (ANGSTROEM)
C  -0.932  -0.035  0.237
C  0.187  -0.186  -0.811
C  -2.193  -0.800  -0.137
C  1.460  0.222  -0.116
N  2.501  -0.663  -0.149
N  -1.159  1.354  0.472
N  1.528  1.419  0.354
H  -0.403  -0.546  1.149
H  3.381  -0.411  0.268
H  2.386  -1.573  -0.559
H  -0.107  1.767  0.637
H  -1.743  1.483  1.294
H  2.396  1.639  0.837
H  0.253  -1.223  -1.141
H  -0.023  0.493  -1.639
H  -1.984  -1.859  -0.293
H  -2.942  -0.700  0.648
H  -2.607  -0.381  -1.053

---

Here is a single C4H11N3 molecule at a distorted geometry from OMol25. Energies are from the ωB97M-V functional and the def2-TZVPD basis.

Results
Electronic energy, eV: -8796.0642
HOMO-LUMO gap, eV: 10.159
SMILES: N/C=N\CCCN
Net charge: 0
ΔE to the lowest compared entry with this formula, charge and spin, kcal/mol: 35.9
Maximum force, eV Å⁻¹: 2.26

CARTESIAN COORDINATES (ANGSTROEM)
C  -1.101  0.510  1.069
C  -0.792  -0.815  0.381
C  -0.306  -0.544  -1.065
N  2.380  -0.765  0.044
C  1.927  0.250  -0.819
N  0.749  0.463  -1.191
N  -2.071  1.340  0.355
H  -1.597  0.238  2.011
H  -0.227  1.074  1.401
H  -1.707  -1.386  0.267
H  0.016  -1.218  0.989
H  -0.024  -1.465  -1.582
H  -1.149  -0.051  -1.543
H  1.810  -1.599  0.012
H  3.373  -0.947  0.003
H  2.714  1.000  -0.859
H  -2.384  2.102  0.945
H  -1.609  1.813  -0.419

---

Here is a single C4H11N3 molecule from OMol25. Energies are from the ωB97M-V functional and the def2-TZVPD basis.

Results
Electronic energy, eV: -8796.7557
HOMO-LUMO gap, eV: 9.568
SMILES: [H]/N=C(\N)NCCC
Net charge: 0
ΔE to the lowest compared entry with this formula, charge and spin, kcal/mol: 19.9
Maximum force, eV Å⁻¹: 0.91

CARTESIAN COORDINATES (ANGSTROEM)
C  1.334  -0.774  -1.534
C  1.820  0.085  -0.371
C  0.719  0.829  0.362
N  -0.128  -0.050  1.170
C  -1.483  -0.255  0.972
N  -2.059  0.387  -0.131
N  -2.066  -1.119  1.697
H  0.798  -1.684  -1.280
H  0.646  -0.200  -2.158
H  2.191  -1.062  -2.142
H  2.471  -0.487  0.289
H  2.420  0.873  -0.830
H  0.106  1.293  -0.408
H  1.102  1.650  0.961
H  0.117  -0.030  2.151
H  -1.845  1.373  -0.228
H  -3.070  0.304  -0.110
H  -3.072  -1.133  1.589

---

Here is a single C4H11N3 molecule at a distorted geometry from OMol25. Energies are from the ωB97M-V functional and the def2-TZVPD basis.

Results
Electronic energy, eV: -8796.0319
HOMO-LUMO gap, eV: 10.093
SMILES: N/C=N\CCCN
Net charge: 0
ΔE to the lowest compared entry with this formula, charge and spin, kcal/mol: 36.6
Maximum force, eV Å⁻¹: 2.05

CARTESIAN COORDINATES (ANGSTROEM)
C  -1.160  1.084  0.275
C  -0.485  0.189  -0.791
C  -0.334  -1.260  -0.324
N  2.448  -0.639  0.460
C  1.411  -1.078  1.309
N  0.234  -1.370  1.000
N  -1.771  2.302  -0.233
H  -0.425  1.262  1.057
H  -1.921  0.454  0.738
H  -1.066  0.169  -1.716
H  0.490  0.636  -0.994
H  0.219  -1.872  -1.048
H  -1.315  -1.737  -0.262
H  2.083  -0.434  -0.460
H  3.277  -1.210  0.436
H  1.788  -1.357  2.293
H  -2.384  2.010  -0.986
H  -1.091  2.854  -0.753

---

Here is a single C4H11N3 molecule at a distorted geometry from OMol25. Energies are from the ωB97M-V functional and the def2-TZVPD basis.

Results
Electronic energy, eV: -8795.0205
HOMO-LUMO gap, eV: 8.908
SMILES: N/C=C(\N)CCN
Net charge: 0
ΔE to the lowest compared entry with this formula, charge and spin, kcal/mol: 59.9
Maximum force, eV Å⁻¹: 3.29

CARTESIAN COORDINATES (ANGSTROEM)
C  -0.633  -1.330  1.313
C  -1.204  -0.489  0.118
C  -0.157  0.434  -0.635
C  0.080  1.712  -0.144
N  1.346  2.384  -0.472
N  0.532  -0.224  -1.692
N  0.184  -2.435  0.918
H  -0.074  -0.537  2.047
H  -1.540  -1.668  1.905
H  -1.913  0.134  0.548
H  -1.667  -1.231  -0.589
H  -0.684  2.292  0.331
H  1.653  3.027  0.312
H  1.292  3.022  -1.317
H  -0.013  -0.517  -2.483
H  1.309  0.235  -2.143
H  0.846  -2.034  0.293
H  0.643  -2.773  1.692

---

Here is a single C4H11N3 molecule from OMol25. Energies are from the ωB97M-V functional and the def2-TZVPD basis.

Results
Electronic energy, eV: -8796.2365
HOMO-LUMO gap, eV: 10.081
SMILES: [H]/N=C/[C@](C)(N)CN
Net charge: 0
ΔE to the lowest compared entry with this formula, charge and spin, kcal/mol: 31.9
Maximum force, eV Å⁻¹: 0.79

CARTESIAN COORDINATES (ANGSTROEM)
C  -0.446  0.744  1.071
C  -0.368  0.203  -1.335
C  0.438  0.153  0.001
N  -0.979  0.040  1.962
N  1.632  0.972  -0.191
N  -1.598  -0.550  -1.368
C  0.879  -1.277  0.333
H  -0.570  1.836  0.978
H  0.626  -1.513  1.362
H  -1.562  0.534  2.635
H  1.386  1.922  -0.451
H  2.169  1.010  0.667
H  -1.418  -1.540  -1.237
H  -2.217  -0.257  -0.617
H  -0.612  1.248  -1.555
H  0.289  -0.163  -2.127
H  1.953  -1.360  0.189
H  0.397  -2.002  -0.316

---

Here is 2 unconnected molecules or ions with the total composition C4H11N3 at a distorted geometry from OMol25. Energies are from the ωB97M-V functional and the def2-TZVPD basis.

Results
Electronic energy, eV: -8773.8251
HOMO-LUMO gap (alpha / beta), eV: 8.525 / 6.237
Net charge: +2
ΔE to the lowest compared entry with this formula, charge and spin, kcal/mol: 122.1
Maximum force, eV Å⁻¹: 2.68

CARTESIAN COORDINATES (ANGSTROEM)
C  -2.369  0.159  0.055
C  -0.136  -0.714  -0.133
C  -0.347  -2.110  0.021
C  3.243  0.902  0.309
N  -3.176  1.157  0.076
N  -1.048  0.255  -0.213
N  2.116  1.006  -0.410
H  -2.750  -0.830  0.309
H  0.097  -2.413  0.982
H  -1.373  -2.487  -0.054
H  0.298  -2.645  -0.692
H  3.840  -0.034  0.203
H  3.111  1.222  1.347
H  4.019  1.548  -0.185
H  -4.157  1.037  0.325
H  -2.895  2.111  -0.154
H  -0.666  1.186  -0.420
H  2.194  0.650  -1.366